(1)
{"formula": "C8H11N2", "method": "ωB97M-V/def2-TZVPD", "total_charge": 1, "mol_weight_g_mol": 135.19, "e_tot_ha": -420.45969, "homo_energy_ev": -11.874, "elements": ["C", "C", "C", "C", "C", "C", "C", "C", "N", "N", "H", "H", "H", "H", "H", "H", "H", "H", "H", "H", "H"], "xyz": [[-0.246, 1.851, 0.101], [1.301, 1.593, 0.001], [-0.430, 0.784, -1.073], [-0.377, 0.671, 1.028], [1.090, 0.529, -1.090], [1.151, 0.475, 1.074], [-0.759, -0.310, -0.068], [1.187, -0.649, -0.067], [-2.067, -1.014, -0.003], [1.793, -1.871, 0.024], [-0.732, 2.841, 0.133], [2.166, 2.272, -0.053], [-0.798, 0.920, -2.019], [-1.003, 0.722, 2.061], [1.705, 0.486, -2.005], [1.547, 0.486, 2.003], [-2.642, -0.940, -0.913], [-1.614, -2.025, 0.218], [2.049, -2.119, 0.972], [2.651, -2.101, -0.544], [-2.546, -0.785, 0.848]], "nbo_charge": [-0.208, -0.196, -0.235, -0.221, -0.233, -0.260, -0.051, 0.342, -0.720, -0.816, 0.246, 0.242, 0.232, 0.220, 0.240, 0.231, 0.466, 0.480, 0.392, 0.412, 0.438]}


(2)
{"formula": "C17H35N5O6", "method": "ωB97M-V/def2-TZVPD", "total_charge": 0, "mol_weight_g_mol": 405.50, "e_tot_ha": -1393.52878, "homo_energy_ev": -8.266, "elements": ["N", "N", "C", "C", "C", "O", "O", "C", "C", "N", "H", "H", "H", "H", "H", "C", "O", "C", "C", "N", "C", "C", "O", "C", "H", "H", "H", "H", "H", "H", "H", "H", "H", "H", "H", "H", "H", "H", "H", "C", "O", "C", "C", "N", "C", "C", "O", "C", "H", "H", "H", "H", "H", "H", "H", "H", "H", "H", "H", "H", "H", "H", "H"], "xyz": [[3.103, 1.005, -0.777], [2.090, 1.990, -0.646], [0.752, 1.484, -0.373], [-0.546, 2.425, -0.238], [-2.073, 1.929, 0.057], [-3.006, 2.899, 0.266], [-2.541, 0.532, 0.159], [-0.093, 3.978, -0.399], [1.470, 4.185, -0.648], [2.571, 3.234, -0.800], [2.751, 0.081, -0.414], [3.809, 1.306, -0.040], [0.586, 0.319, -0.241], [-0.824, 4.888, -0.341], [1.819, 5.326, -0.729], [3.820, -0.025, 7.242], [3.027, -0.943, 6.500], [1.623, -0.660, 6.557], [1.112, -0.122, 5.211], [1.619, 1.230, 4.949], [1.424, 1.681, 3.564], [2.090, 0.859, 2.443], [3.517, 0.930, 2.430], [4.160, 0.054, 3.345], [4.832, -0.434, 7.314], [3.884, 0.937, 6.731], [3.429, 0.114, 8.254], [1.369, 0.012, 7.385], [1.126, -1.619, 6.754], [0.017, -0.102, 5.222], [1.434, -0.824, 4.438], [2.614, 1.256, 5.153], [1.825, 2.701, 3.517], [0.350, 1.756, 3.368], [1.766, 1.298, 1.492], [1.750, -0.181, 2.418], [3.619, -0.888, 3.474], [4.303, 0.552, 4.301], [5.155, -0.173, 2.951], [-1.036, 0.297, -4.458], [-1.578, -0.504, -3.416], [-2.935, -0.178, -3.091], [-3.897, -1.279, -3.565], [-4.000, -1.305, -5.028], [-4.655, -2.509, -5.558], [-4.003, -3.871, -5.251], [-2.746, -4.080, -5.898], [-1.636, -3.490, -5.237], [0.044, 0.125, -4.491], [-1.451, 0.010, -5.426], [-1.212, 1.361, -4.276], [-3.226, 0.808, -3.472], [-2.983, -0.128, -1.995], [-4.889, -1.101, -3.135], [-3.521, -2.227, -3.176], [-3.067, -1.250, -5.427], [-4.683, -2.386, -6.648], [-5.695, -2.521, -5.217], [-4.671, -4.641, -5.654], [-3.929, -4.077, -4.179], [-1.745, -3.496, -4.149], [-1.476, -2.479, -5.605], [-0.744, -4.068, -5.495]], "nbo_charge": [-0.586, 0.033, -0.026, 0.015, 0.646, -0.644, -0.728, -0.165, -0.011, -0.168, 0.382, 0.403, 0.297, 0.299, 0.247, -0.245, -0.557, -0.072, -0.245, -0.618, -0.254, -0.089, -0.571, -0.247, 0.194, 0.154, 0.176, 0.180, 0.190, 0.203, 0.165, 0.349, 0.204, 0.209, 0.177, 0.170, 0.182, 0.167, 0.189, -0.242, -0.561, -0.096, -0.243, -0.627, -0.249, -0.087, -0.548, -0.245, 0.181, 0.159, 0.169, 0.172, 0.242, 0.198, 0.166, 0.347, 0.201, 0.192, 0.189, 0.165, 0.176, 0.157, 0.184]}